Computed, not measured: 13 unconnected molecules or ions with the total composition C5H36O13, with ωB97M-V/def2-TZVPD.

## Properties
relative energy (zero: lowest compared OMol25 entry of this formula, charge and spin) = 38.04 kcal/mol
lowest unoccupied orbital energy = -0.006 Ha
HOMO level = -0.3491 hartree
Kohn-Sham gap = 9.35 eV

Each line ends with the natural charge from an NBO analysis.
CARTESIAN COORDINATES (ANGSTROEM)
C: 31.470 18.828 -12.326  -0.255
O: 31.368 17.969 -13.448  -0.752
H: 30.765 19.654 -12.410  0.187
H: 31.268 18.322 -11.378  0.171
H: 32.501 19.202 -12.293  0.146
H: 30.990 17.132 -13.165  0.493
C: 29.197 20.973 -14.813  -0.249
O: 29.890 21.444 -13.665  -0.773
H: 28.132 21.160 -14.679  0.178
H: 29.512 21.523 -15.703  0.174
H: 29.351 19.899 -14.956  0.179
H: 30.814 21.567 -13.930  0.496
C: 28.649 20.080 -10.021  -0.263
O: 27.755 18.958 -9.951  -0.740
H: 29.291 20.029 -10.909  0.167
H: 28.054 20.979 -10.131  0.200
H: 29.340 20.115 -9.177  0.181
H: 28.240 18.244 -9.529  0.456
C: 31.421 14.922 -11.308  -0.246
O: 32.645 15.550 -11.616  -0.751
H: 30.567 15.536 -11.617  0.155
H: 31.355 13.974 -11.840  0.183
H: 31.341 14.705 -10.239  0.165
H: 32.908 16.063 -10.842  0.492
C: 33.221 22.484 -13.946  -0.255
O: 32.255 22.358 -14.999  -0.747
H: 34.188 22.083 -14.243  0.179
H: 33.312 23.520 -13.608  0.176
H: 32.833 21.930 -13.089  0.175
H: 32.448 23.032 -15.656  0.481
O: 31.955 18.896 -8.753  -0.964
H: 31.849 18.283 -8.019  0.464
H: 32.721 18.566 -9.250  0.493
O: 29.875 22.919 -11.175  -0.961
H: 29.925 22.498 -12.050  0.494
H: 30.651 22.607 -10.698  0.460
O: 33.845 16.360 -14.167  -0.928
H: 34.510 16.909 -13.743  0.439
H: 33.366 15.936 -13.434  0.483
O: 31.811 15.519 -16.204  -0.944
H: 31.190 15.625 -15.460  0.486
H: 31.459 14.798 -16.736  0.448
O: 29.798 15.653 -14.166  -0.975
H: 29.221 16.347 -13.801  0.510
H: 29.499 14.830 -13.767  0.474
O: 32.564 18.421 -15.988  -0.939
H: 32.317 18.561 -15.060  0.485
H: 32.263 19.210 -16.453  0.447
O: 34.102 17.636 -10.289  -0.967
H: 34.853 17.199 -9.869  0.489
H: 34.428 17.927 -11.150  0.496
O: 28.614 17.609 -12.389  -0.971
H: 28.469 17.447 -11.451  0.484
H: 28.048 18.364 -12.593  0.493



Computed, not measured: 13 unconnected molecules or ions with the total composition C5H37N2O13 at a distorted geometry, with ωB97M-V/def2-TZVPD.

## Properties
relative energy (zero: lowest compared OMol25 entry of this formula, charge and spin) = 63.43 kcal/mol
lowest unoccupied orbital energy = 0.097 Ha
net charge = -1
HOMO level = -0.2275 hartree
Kohn-Sham gap = 8.82 eV

Each line ends with the natural charge from an NBO analysis.
CARTESIAN COORDINATES (ANGSTROEM)
C: -0.457 -0.248 -1.844  -0.643
C: -0.629 1.009 -0.971  -0.046
C: -1.764 1.951 -1.492  -0.426
C: -1.449 2.442 -2.900  -0.221
N: -0.895 3.777 -2.970  -0.854
N: -0.802 0.719 0.473  -0.698
C: 0.106 1.529 1.276  0.097
O: 1.411 1.024 0.999  -1.018
H: -0.033 -1.032 -1.219  0.204
H: 0.234 -0.053 -2.680  0.219
H: -1.380 -0.534 -2.357  0.214
H: 0.291 1.610 -1.016  0.185
H: -2.719 1.484 -1.232  0.220
H: -1.710 2.814 -0.770  0.201
H: -2.506 2.402 -3.413  0.161
H: -0.834 1.756 -3.513  0.192
H: -0.992 4.381 -2.172  0.368
H: 0.056 3.699 -3.283  0.363
H: -0.647 -0.267 0.651  0.361
H: -0.122 1.350 2.336  0.128
H: 0.157 2.651 1.195  0.169
H: 0.300 -4.142 0.480  0.495
H: -1.204 -4.109 0.639  0.514
O: -0.344 -3.843 1.142  -1.014
H: 2.856 -1.690 -3.117  0.463
H: 3.081 -0.969 -1.717  0.518
O: 3.188 -1.838 -2.226  -1.004
H: 1.047 -3.087 -1.313  0.458
H: 2.484 -3.299 -1.369  0.513
O: 1.656 -3.837 -1.348  -0.985
H: 2.102 2.662 0.733  0.492
H: 3.228 2.715 -0.130  0.462
O: 2.595 3.364 0.222  -0.985
H: 2.426 1.234 2.369  0.500
H: 2.408 0.393 3.633  0.453
O: 2.965 1.037 3.182  -0.993
H: -2.957 -1.416 1.795  0.505
H: -2.654 -0.523 0.744  0.499
O: -3.335 -1.196 0.917  -0.973
H: -4.315 0.101 1.623  0.485
H: -4.256 1.601 1.964  0.456
O: -4.695 0.975 1.380  -0.966
H: -2.628 -2.331 -0.310  0.501
H: -1.171 -2.513 -0.594  0.466
O: -2.003 -3.018 -0.649  -0.974
H: -0.685 -1.072 3.628  0.511
H: -1.469 0.246 3.432  0.469
O: -1.568 -0.713 3.393  -0.996
H: 2.289 -1.884 1.042  0.481
H: 1.782 -0.383 0.529  0.505
O: 2.229 -1.275 0.305  -1.057
H: 3.402 0.291 -0.325  0.502
H: 2.468 1.090 -1.034  0.489
O: 3.320 0.642 -1.237  -0.961
H: 0.356 -2.607 2.314  0.513
H: 0.991 -1.227 2.030  0.484
O: 0.792 -1.849 2.774  -1.003



Computed, not measured: 14 unconnected molecules or ions with the total composition C5H38N2O13 at a distorted geometry, with ωB97M-V/def2-TZVPD.

## Properties
relative energy (zero: lowest compared OMol25 entry of this formula, charge and spin) = 99.09 kcal/mol
lowest unoccupied orbital energy = 0.000 Ha
HOMO level = -0.3318 hartree
Kohn-Sham gap = 9.02 eV

Each line ends with the natural charge from an NBO analysis.
CARTESIAN COORDINATES (ANGSTROEM)
C: -0.093 -0.603 -1.906  -0.603
C: 0.083 -1.672 -0.864  -0.041
C: -1.075 -1.813 0.156  -0.477
C: -2.276 -2.553 -0.313  0.191
C: -3.321 -1.934 -0.843  -0.508
N: -2.302 -3.927 0.087  -0.856
N: 1.284 -1.340 -0.058  -0.866
H: -1.076 -0.560 -2.423  0.226
H: -0.285 0.369 -1.430  0.209
H: 0.819 -0.672 -2.568  0.168
H: 0.119 -2.646 -1.414  0.162
H: -0.588 -2.170 1.070  0.238
H: -1.325 -0.830 0.533  0.225
H: -4.337 -2.351 -0.892  0.204
H: -3.209 -0.947 -1.314  0.214
H: -3.106 -4.386 -0.307  0.376
H: -1.478 -4.501 -0.072  0.390
H: 0.822 -0.682 0.602  0.379
H: 2.045 -0.819 -0.466  0.365
H: -2.097 -0.258 4.223  0.476
H: -2.972 -0.942 3.206  0.503
O: -2.350 -0.205 3.294  -0.975
H: -1.981 -2.431 -3.443  0.495
H: -0.867 -2.445 -4.560  0.483
O: -1.345 -1.897 -3.930  -0.972
H: 3.078 0.910 -2.244  0.498
H: 1.661 1.498 -2.727  0.492
O: 2.312 1.459 -1.998  -0.992
H: -1.482 -2.678 3.115  0.474
H: -2.332 -3.511 2.072  0.499
O: -2.367 -2.939 2.853  -0.986
H: -1.873 1.548 2.519  0.497
H: -2.131 2.880 3.034  0.468
O: -1.373 2.303 2.868  -0.968
H: 2.218 -0.202 4.261  0.472
H: 2.900 0.681 3.234  0.488
O: 2.841 0.525 4.185  -0.962
H: 3.159 -1.905 -2.363  0.485
H: 2.209 -0.838 -3.090  0.472
O: 3.091 -1.224 -3.038  -0.954
H: 1.901 3.610 -1.414  0.490
H: 1.169 4.636 -0.539  0.464
O: 1.425 3.709 -0.580  -0.955
H: 2.208 3.405 2.322  0.482
H: 2.984 2.570 3.343  0.496
O: 3.116 3.203 2.595  -0.969
H: 1.704 1.492 1.274  0.474
H: 0.353 1.454 1.917  0.498
O: 1.182 0.953 1.894  -0.968
H: 3.601 1.151 0.882  0.453
H: 4.400 2.068 1.797  0.496
O: 4.406 1.189 1.401  -0.954
H: -0.220 1.596 -4.491  0.480
H: -0.240 -0.008 -4.385  0.502
O: 0.291 0.785 -4.539  -0.977
H: -2.929 3.994 -0.968  0.474
H: -2.953 4.137 0.605  0.474
O: -3.399 3.760 -0.161  -0.948



Computed, not measured: 13 unconnected molecules or ions with the total composition C5H38N2O13 at a distorted geometry, with ωB97M-V/def2-TZVPD.

## Properties
relative energy (zero: lowest compared OMol25 entry of this formula, charge and spin) = 104.68 kcal/mol
lowest unoccupied orbital energy = 0.005 Ha
HOMO level = -0.3275 hartree
Kohn-Sham gap = 9.06 eV

Each line ends with the natural charge from an NBO analysis.
CARTESIAN COORDINATES (ANGSTROEM)
N: -0.630 0.163 0.172  -0.858
C: -1.658 -0.378 -0.706  -0.236
C: -1.204 -0.660 -2.169  -0.228
N: -0.213 -1.690 -2.305  -0.494
C: -0.707 -3.056 -2.267  -0.442
C: 0.650 -1.534 -3.504  -0.243
C: 1.714 -0.417 -3.535  -0.072
O: 2.282 -0.134 -2.311  -0.718
H: -0.019 0.834 -0.286  0.373
H: 0.012 -0.562 0.464  0.361
H: -1.989 -1.321 -0.265  0.186
H: -2.465 0.339 -0.757  0.216
H: -0.880 0.338 -2.455  0.207
H: -2.124 -0.913 -2.716  0.177
H: -1.771 -3.166 -2.027  0.207
H: -0.224 -3.546 -1.416  0.201
H: -0.628 -3.731 -3.123  0.201
H: -0.052 -1.593 -4.350  0.192
H: 1.155 -2.499 -3.631  0.188
H: 2.383 -0.726 -4.351  0.169
H: 1.228 0.411 -4.065  0.175
H: 2.171 -0.815 -1.603  0.454
H: 1.714 -2.255 -0.990  0.458
H: 1.807 -1.329 0.158  0.440
O: 1.861 -2.259 -0.035  -0.913
H: -2.058 2.397 -3.917  0.460
H: -2.410 1.384 -3.014  0.479
O: -2.224 1.476 -3.956  -0.937
H: 1.574 3.972 -1.288  0.485
H: 0.922 3.478 -2.631  0.488
O: 0.731 3.823 -1.749  -0.968
H: 1.240 -1.554 3.002  0.501
H: 2.560 -1.623 3.776  0.465
O: 2.206 -1.675 2.882  -0.994
H: -1.249 -1.363 3.112  0.516
H: -0.509 -2.653 3.641  0.501
O: -0.421 -1.680 3.523  -1.009
H: 2.483 -0.195 -0.070  0.435
H: 3.154 -0.416 1.305  0.505
O: 2.575 0.169 0.803  -0.915
H: -1.638 0.162 1.706  0.502
H: -2.178 1.006 2.715  0.466
O: -2.173 0.056 2.533  -0.990
H: -2.659 2.790 -0.311  0.496
H: -1.629 2.965 -1.284  0.485
O: -2.518 2.587 -1.244  -0.974
H: 1.530 0.810 4.035  0.487
H: 0.206 1.034 4.621  0.484
O: 1.058 1.490 4.502  -0.937
H: -0.504 3.993 1.628  0.509
H: 0.044 3.542 0.231  0.476
O: -0.755 3.599 0.764  -0.999
H: 0.013 -3.523 1.724  0.492
H: 0.048 -5.105 1.944  0.486
O: -0.383 -4.266 2.170  -0.975
H: -1.389 2.900 3.477  0.469
H: 0.252 2.784 3.764  0.515
O: -0.526 3.314 3.482  -1.006